C22H29N5O3 | ωB97M-V/def2-TZVPD

Last column: Löwdin charge in e.
Geometry (Å):
1 C 0.14960 5.02450 7.50941  -0.1160
2 C -0.29410 3.92161 6.55606  -0.2794
3 C -0.43296 4.44098 5.12611  -0.2015
4 C -0.95543 3.38196 4.15211  -0.1840
5 N -0.02987 2.28406 3.97755  0.0565
6 C 0.79842 2.19063 2.91639  -0.4773
7 O 0.76665 2.96888 1.98579  0.0500
8 C 1.76757 1.01626 3.01300  -0.0861
9 C 2.60874 0.83640 1.73841  -0.1279
10 C 2.04358 -0.21527 0.82306  -0.1133
11 C 2.24991 -1.59189 1.10560  -0.2679
12 C 3.07884 -2.04183 2.26792  -0.0210
13 N 1.76596 -2.56054 0.36299  0.1863
14 C 1.06286 -2.23308 -0.70491  -0.3262
15 N 0.48612 -2.99483 -1.61027  0.1960
16 C -0.06142 -2.12278 -2.47853  -0.2905
17 C -0.79109 -2.54137 -3.65998  -0.1546
18 C -1.33807 -1.57633 -4.50829  0.0217
19 C -2.02269 -1.98441 -5.63921  -0.2624
20 O -2.60211 -1.14500 -6.54572  -0.0834
21 C -2.50108 0.24090 -6.32591  -0.0911
22 C -2.16098 -3.34551 -5.92538  0.0567
23 C -1.61544 -4.29824 -5.07891  -0.2607
24 O -1.69766 -5.64222 -5.27751  -0.0773
25 C -2.36788 -6.11260 -6.42088  -0.0916
26 C -0.92638 -3.89140 -3.93643  0.0487
27 N 0.13561 -0.84101 -2.16906  0.1575
28 N 0.84598 -0.89157 -1.04618  0.0018
29 C 1.32120 0.12726 -0.30400  -0.1484
30 C 1.04398 1.50603 -0.79233  0.0083
31 H 0.24885 4.63947 8.52151  0.0680
32 H -0.57632 5.83422 7.51975  0.0718
33 H 1.11007 5.43102 7.20062  0.0727
34 H 0.43835 3.11143 6.58635  0.0991
35 H -1.25379 3.51877 6.88931  0.1086
36 H -1.12572 5.28420 5.11652  0.1148
37 H 0.53492 4.79902 4.76985  0.1188
38 H -1.09360 3.82872 3.16517  0.1181
39 H -1.91175 2.98412 4.50407  0.1222
40 H 0.07643 1.64275 4.74675  0.1366
41 H 1.19034 0.11474 3.22693  0.1187
42 H 2.42093 1.21035 3.86745  0.1252
43 H 2.64917 1.79653 1.22413  0.1100
44 H 3.62635 0.55615 2.01307  0.1123
45 H 4.10522 -1.69522 2.15492  0.0868
46 H 2.69279 -1.65799 3.20891  0.0739
47 H 3.07394 -3.12732 2.29208  0.0827
48 H -1.20517 -0.53942 -4.25160  0.0994
49 H -2.97843 0.53390 -5.38549  0.0957
50 H -3.02397 0.71028 -7.15803  0.0913
51 H -1.45757 0.57123 -6.32005  0.0959
52 H -2.70160 -3.60797 -6.81969  0.1139
53 H -3.42136 -5.81432 -6.42168  0.0953
54 H -2.30155 -7.19863 -6.37534  0.0921
55 H -1.89074 -5.75933 -7.34084  0.0955
56 H -0.49814 -4.62345 -3.27328  0.1192
57 H 1.94113 1.92632 -1.24714  0.1029
58 H 0.73994 2.15960 0.02209  0.0616
59 H 0.26345 1.46123 -1.54720  0.0739

Energy: -1355.2569 hartree
Energy relative to the best compared isomer or geometry (same formula, charge and spin): 55.0 kcal per mole
HOMO energy: -8.1 eV
SMILES string: CCCCNC(=O)CCc1c(C)nc2nc(-c3cc(OC)cc(OC)c3)nn2c1C
Gap between HOMO and LUMO: 8.565 eV